DFT (wB97M-V/def2-TZVPD) results for a cluster of 8 separate species, C26H49NO21 in total in a non-equilibrium geometry.

E_HOMO	-9.9	eV
electronic energy	-72234.5379	eV
energy relative to the best compared isomer or geometry (same formula, charge and spin)	11.54	kcal/mol
Kohn-Sham gap	10.38	eV
charge	0

Element x y z (Å)
C -0.359 -2.364 0.502
C -1.834 -2.247 0.221
C -2.577 -1.125 0.976
O -2.989 -0.215 -0.083
C -2.519 -0.682 -1.249
O -2.745 -0.098 -2.303
O -1.891 -1.887 -1.128
H 0.218 -1.465 0.261
H 0.100 -3.161 -0.146
H -0.207 -2.509 1.562
H -2.356 -3.199 0.382
H -1.996 -0.558 1.657
H -3.386 -1.721 1.430
C -0.181 -4.935 4.770
O 0.588 -3.759 4.914
C 0.215 -2.565 4.370
O -1.036 -2.433 3.724
O 1.035 -1.536 4.674
C 0.759 -0.276 4.064
H -1.057 -5.094 5.421
H 0.479 -5.802 4.940
H -0.458 -5.045 3.756
H -0.300 -0.087 3.873
H 1.282 -0.133 3.137
H 1.110 0.480 4.755
C 5.439 2.249 -0.819
O 4.571 2.621 0.265
C 4.777 2.290 1.535
O 5.880 1.535 1.882
O 3.843 2.449 2.403
C 3.835 1.683 3.611
H 5.239 2.554 -1.837
H 5.647 1.204 -0.844
H 6.429 2.634 -0.665
H 4.703 1.788 4.242
H 3.751 0.594 3.402
H 2.950 1.975 4.149
C -0.692 2.297 -3.919
O -0.651 1.120 -4.730
C -1.232 0.984 -5.902
O -1.525 2.119 -6.660
O -1.359 -0.265 -6.341
C -1.728 -0.497 -7.659
H -1.670 2.417 -3.564
H -0.444 3.172 -4.549
H -0.054 2.150 -3.028
H -1.244 0.148 -8.410
H -2.694 -0.118 -7.811
H -1.647 -1.578 -7.775
C -0.014 -2.312 -3.786
O 1.081 -1.503 -4.220
C 1.450 -0.481 -3.525
O 0.948 -0.261 -2.172
O 2.392 0.356 -4.090
C 2.912 1.474 -3.509
H -0.134 -3.213 -4.269
H -0.923 -1.784 -4.104
H -0.102 -2.433 -2.752
H 3.247 1.253 -2.536
H 2.075 2.224 -3.466
H 3.690 1.972 -4.082
C -7.971 2.495 0.430
O -7.306 2.838 1.664
C -6.012 2.640 1.672
O -5.262 2.340 0.510
O -5.412 2.729 2.871
C -3.987 2.399 2.903
H -7.714 3.199 -0.344
H -9.028 2.540 0.544
H -7.741 1.453 0.101
H -3.549 2.512 3.933
H -3.542 3.056 2.200
H -3.899 1.310 2.631
C 2.285 -4.960 2.075
O 2.413 -3.561 2.347
C 2.807 -2.753 1.384
O 2.996 -3.256 0.068
O 2.964 -1.449 1.596
C 3.222 -0.580 0.492
H 1.756 -5.489 2.850
H 3.220 -5.456 1.839
H 1.605 -5.017 1.241
H 4.200 -0.672 0.032
H 3.048 0.441 0.729
H 2.587 -0.719 -0.282
C 1.198 2.335 -0.111
C -0.054 1.513 0.152
C -1.091 2.246 0.978
C -0.767 2.577 2.350
N -0.579 2.724 3.463
H 1.894 1.820 -0.780
H 1.753 2.491 0.812
H 0.950 3.290 -0.512
H 0.272 0.636 0.760
H -0.421 1.109 -0.808
H -2.071 1.699 0.884
H -1.426 3.126 0.366